{"formula": "C27H57B3O10S", "method": "ωB97M-V/def2-TZVPD", "elements": ["C", "C", "O", "C", "B", "O", "B", "O", "B", "S", "O", "H", "H", "H", "H", "H", "H", "H", "H", "H", "C", "C", "C", "O", "C", "H", "H", "H", "H", "H", "H", "H", "H", "C", "C", "C", "O", "C", "H", "H", "H", "H", "H", "H", "H", "H", "C", "C", "C", "O", "C", "H", "H", "H", "H", "H", "H", "H", "H", "C", "C", "C", "O", "C", "H", "H", "H", "H", "H", "H", "H", "H", "C", "C", "C", "O", "C", "H", "H", "H", "H", "H", "H", "H", "H", "C", "C", "C", "O", "C", "H", "H", "H", "H", "H", "H", "H", "H"], "xyz": [[7.31547, -1.54150, -1.96260], [6.26235, -0.48281, -1.68160], [5.63859, 0.02931, -2.84576], [4.76835, -0.88264, -3.50017], [3.28036, -0.76548, -3.01429], [2.79584, 0.36682, -2.39088], [1.47276, 0.39604, -2.02193], [0.89726, -0.80680, -1.66052], [1.23866, -1.88011, -2.47462], [0.09323, -3.26675, -2.46500], [2.38700, -1.81264, -3.22759], [8.05680, -1.15383, -2.66366], [7.81773, -1.81517, -1.03266], [6.89066, -2.45510, -2.38244], [5.50526, -0.86239, -0.97887], [6.72906, 0.38385, -1.21064], [5.11696, -1.91834, -3.42440], [4.80332, -0.64361, -4.57178], [0.82930, 1.39117, -2.08933], [0.79479, -4.08956, -3.25764], [-2.81919, -3.59050, 0.34496], [-2.66730, -2.13259, -0.08110], [-4.11780, -1.67941, -0.15760], [-4.81788, -2.43121, 0.83526], [-3.99499, -3.49869, 1.30942], [-1.92599, -4.00179, 0.81356], [-3.07186, -4.21277, -0.51617], [-2.13409, -1.57295, 0.69055], [-2.13176, -2.00331, -1.02029], [-4.54847, -1.88815, -1.14264], [-4.24745, -0.61664, 0.05657], [-3.65044, -3.26396, 2.32322], [-4.59578, -4.40823, 1.35235], [4.67714, 3.80900, -5.98675], [6.04057, 3.79558, -5.29767], [6.31604, 2.30104, -5.19905], [5.68622, 1.70474, -6.34228], [4.82199, 2.65134, -6.96709], [4.44635, 4.75094, -6.48303], [3.88687, 3.59844, -5.26305], [6.78643, 4.28598, -5.92689], [6.04038, 4.28257, -4.32327], [5.88240, 1.87144, -4.29422], [7.37887, 2.05565, -5.22401], [5.27096, 2.98864, -7.90820], [3.87474, 2.16037, -7.19697], [-7.35931, -1.86375, 2.95262], [-8.47643, -1.01417, 3.55420], [-8.43593, -1.44897, 5.01434], [-7.07470, -1.77565, 5.29566], [-6.33366, -1.85783, 4.07649], [-6.94973, -1.47884, 2.02189], [-7.71610, -2.87978, 2.76939], [-8.23286, 0.04722, 3.46845], [-9.44916, -1.17962, 3.09276], [-9.06134, -2.33358, 5.17826], [-8.75584, -0.66971, 5.70776], [-5.67032, -0.98848, 3.99660], [-5.71714, -2.75751, 4.10351], [1.58103, -2.17834, 2.33900], [1.11890, -2.83209, 1.03962], [2.42487, -3.39741, 0.49973], [3.22090, -3.72643, 1.63626], [2.63932, -3.16214, 2.81661], [0.77720, -2.01760, 3.05522], [2.03752, -1.20815, 2.12465], [0.40805, -3.63501, 1.24953], [0.64958, -2.12821, 0.35662], [2.95529, -2.64407, -0.10119], [2.29420, -4.29101, -0.11195], [2.19152, -3.96489, 3.41233], [3.43167, -2.69819, 3.40511], [-2.85596, 1.10562, 3.52963], [-2.35647, 0.90607, 2.09954], [-0.88861, 0.57591, 2.33663], [-0.82243, -0.09292, 3.59840], [-2.07481, 0.03120, 4.27676], [-3.93382, 0.98809, 3.63529], [-2.58158, 2.09825, 3.89386], [-2.87304, 0.05994, 1.64203], [-2.48105, 1.77613, 1.45546], [-0.29089, 1.49132, 2.38386], [-0.45907, -0.07697, 1.57286], [-2.60175, -0.92918, 4.24732], [-1.87856, 0.28389, 5.31933], [-1.21492, 6.08622, 0.63118], [0.17531, 5.55275, 0.97410], [-0.09067, 4.05608, 1.06316], [-1.14237, 3.77786, 0.13796], [-1.73583, 5.00102, -0.30284], [-1.20251, 7.06972, 0.16367], [-1.83092, 6.14197, 1.53100], [0.87453, 5.76784, 0.16370], [0.58480, 5.96020, 1.89721], [-0.41758, 3.77482, 2.07060], [0.77622, 3.44785, 0.79938], [-1.43474, 5.19443, -1.33787], [-2.82057, 4.89020, -0.27487]], "forces_ev_per_a": [[-0.01, -0.01, -0.04], [-0.12, 0.05, 0.12], [0.21, -0.05, -0.11], [-0.06, 0.04, -0.01], [-0.20, -0.05, 0.23], [0.02, 0.10, -0.38], [0.21, -0.14, 0.21], [-0.40, 0.06, -0.62], [0.22, 0.29, 0.30], [-0.12, -0.30, -0.02], [0.08, -0.17, 0.01], [-0.01, -0.02, 0.04], [0.00, 0.02, -0.03], [0.01, 0.05, 0.02], [0.01, -0.04, -0.04], [-0.02, -0.03, 0.01], [0.01, 0.03, -0.01], [-0.02, 0.00, 0.02], [0.08, 0.05, 0.30], [0.07, 0.11, -0.03], [-0.02, -0.01, -0.02], [0.09, 0.01, -0.01], [0.05, 0.00, 0.00], [-0.06, 0.03, 0.03], [0.03, -0.02, 0.01], [-0.01, 0.01, -0.01], [-0.02, 0.00, 0.01], [0.02, -0.05, -0.02], [-0.03, 0.00, -0.01], [0.00, -0.01, 0.00], [-0.02, -0.01, -0.04], [0.00, 0.00, 0.00], [0.00, 0.00, -0.01], [-0.01, 0.00, 0.00], [0.00, 0.00, -0.01], [-0.03, 0.01, -0.02], [0.00, -0.03, 0.00], [-0.01, 0.01, 0.00], [0.00, 0.00, 0.00], [0.00, -0.01, 0.00], [0.00, 0.00, 0.00], [-0.01, 0.00, 0.00], [0.04, 0.03, 0.03], [0.00, 0.00, -0.01], [0.01, 0.00, 0.00], [0.00, 0.01, 0.00], [-0.02, -0.01, -0.04], [0.03, 0.02, 0.03], [-0.01, 0.01, -0.01], [0.02, 0.01, 0.02], [-0.01, -0.01, -0.02], [-0.01, -0.01, 0.00], [0.01, 0.00, 0.01], [0.00, 0.00, 0.00], [0.00, -0.01, 0.00], [0.01, 0.00, 0.00], [0.00, 0.00, 0.00], [0.01, 0.00, 0.00], [0.00, 0.00, -0.01], [0.04, 0.03, 0.00], [-0.06, 0.02, 0.07], [0.00, 0.04, -0.01], [0.02, 0.00, 0.00], [-0.03, -0.02, -0.01], [0.02, 0.01, 0.03], [0.00, 0.00, 0.01], [0.04, -0.02, -0.01], [-0.03, -0.02, -0.01], [-0.01, -0.01, -0.01], [0.00, 0.00, 0.01], [0.00, 0.00, 0.00], [0.00, 0.00, 0.00], [0.02, 0.00, 0.01], [0.00, 0.02, 0.02], [-0.03, -0.02, -0.04], [-0.03, -0.04, 0.00], [-0.03, 0.04, 0.01], [0.00, 0.00, 0.00], [0.00, 0.00, 0.00], [0.02, 0.06, 0.06], [0.01, 0.01, 0.01], [0.04, -0.03, 0.00], [-0.01, 0.01, -0.01], [0.00, -0.01, -0.01], [-0.01, -0.01, 0.00], [-0.01, 0.00, 0.00], [-0.03, 0.00, -0.03], [0.03, 0.00, 0.02], [-0.01, -0.03, 0.00], [0.00, 0.02, 0.00], [0.01, 0.00, 0.00], [0.00, 0.00, 0.00], [0.00, 0.00, 0.00], [-0.01, 0.00, 0.00], [0.01, 0.02, 0.01], [-0.01, -0.01, 0.01], [0.00, -0.01, 0.00], [0.00, 0.00, 0.00]], "lowdin_charge": [-0.072, -0.261, -0.172, -0.066, -0.479, 0.283, -0.314, 0.169, -0.974, 0.906, 0.244, 0.082, 0.078, 0.065, 0.123, 0.122, 0.117, 0.136, 0.125, -0.114, -0.157, -0.166, -0.195, -0.152, -0.197, 0.100, 0.116, 0.090, 0.086, 0.121, 0.109, 0.113, 0.119, -0.170, -0.167, -0.195, -0.147, -0.212, 0.109, 0.111, 0.112, 0.111, 0.100, 0.120, 0.115, 0.114, -0.171, -0.169, -0.210, -0.141, -0.205, 0.099, 0.117, 0.112, 0.110, 0.116, 0.114, 0.107, 0.113, -0.161, -0.173, -0.202, -0.133, -0.195, 0.103, 0.119, 0.111, 0.076, 0.116, 0.117, 0.118, 0.116, -0.153, -0.148, -0.192, -0.147, -0.194, 0.103, 0.113, 0.080, 0.108, 0.103, 0.104, 0.113, 0.118, -0.168, -0.165, -0.216, -0.155, -0.202, 0.111, 0.114, 0.114, 0.112, 0.108, 0.117, 0.117, 0.117], "gap_ev": 9.65, "e_lumo_ha": 0.0130, "smiles": "CCOCB1OBOB(S)O1.C1CCOC1.C1CCOC1.C1CCOC1.C1CCOC1.C1CCOC1.C1CCOC1", "e_homo_ha": -0.3418}

=====

{"formula": "C26H42O19S", "method": "ωB97M-V/def2-TZVPD", "elements": ["C", "C", "C", "O", "C", "O", "O", "H", "H", "H", "H", "H", "H", "C", "C", "C", "O", "C", "O", "O", "H", "H", "H", "H", "H", "H", "C", "C", "C", "O", "C", "O", "O", "H", "H", "H", "H", "H", "H", "C", "C", "C", "O", "C", "O", "O", "H", "H", "H", "H", "H", "H", "C", "C", "C", "O", "C", "O", "O", "H", "H", "H", "H", "H", "H", "C", "C", "C", "O", "C", "O", "O", "H", "H", "H", "H", "H", "H", "C", "S", "O", "C", "H", "H", "H", "H", "H", "H"], "xyz": [[-2.75193, 5.53028, -1.39742], [-1.36254, 5.26057, -0.82462], [-0.52107, 6.40270, -0.38803], [0.00273, 5.99075, 0.79464], [-0.69729, 4.90834, 1.24993], [-0.69565, 4.41952, 2.37931], [-1.42493, 4.44091, 0.25256], [-3.27397, 4.57779, -1.30611], [-2.73281, 5.88757, -2.42702], [-3.42819, 6.06690, -0.73197], [-0.78332, 4.66273, -1.52832], [-1.19655, 7.21803, -0.12904], [0.15282, 6.58986, -1.22406], [4.38079, 1.16620, 2.32419], [4.59513, -0.28446, 2.82204], [5.96562, -0.90129, 2.37863], [6.58642, -0.97586, 3.60171], [5.75811, -0.96212, 4.66417], [6.10231, -1.30317, 5.77771], [4.48325, -0.54032, 4.19849], [4.77488, 1.92505, 3.00017], [3.32821, 1.44835, 2.30045], [4.97435, 1.34293, 1.42722], [3.79900, -0.88820, 2.38643], [6.53086, -0.39742, 1.59458], [5.75724, -1.89400, 1.97961], [1.08703, -5.48342, -3.64657], [0.86338, -5.17746, -2.16312], [0.53497, -3.71319, -1.88083], [-0.03232, -3.87509, -0.57446], [-0.74200, -4.92440, -0.68372], [-1.71805, -5.33402, 0.02568], [-0.28078, -5.71854, -1.75894], [0.23188, -5.30109, -4.29741], [1.29396, -6.54858, -3.75002], [1.98483, -5.06587, -4.10231], [1.68929, -5.47772, -1.51828], [-0.13473, -3.15441, -2.53457], [1.32853, -2.96789, -1.82719], [-4.26839, 0.36242, -0.51875], [-3.38549, 0.39044, -1.73779], [-4.11705, 0.96421, -2.92320], [-3.11117, 1.86227, -3.32830], [-2.15286, 1.95340, -2.46172], [-1.13009, 2.63346, -2.68092], [-2.27754, 1.13479, -1.43708], [-3.75967, -0.22499, 0.24562], [-5.31693, 0.07776, -0.60609], [-4.51118, 1.32110, -0.06040], [-3.14355, -0.64434, -1.98030], [-5.04187, 1.45817, -2.62520], [-4.11978, 0.26067, -3.75574], [-0.61231, -1.06415, 1.40703], [-0.09062, 0.25930, 1.66046], [-1.14692, 1.26414, 2.09046], [-0.50724, 1.71866, 3.24080], [0.71196, 1.29645, 3.52891], [1.47503, 1.61352, 4.46919], [0.95750, 0.32406, 2.61186], [-1.42456, -0.76447, 0.74480], [-1.09169, -1.39717, 2.32757], [0.23791, -1.65571, 1.06749], [0.21318, 0.56461, 0.65916], [-2.04696, 0.65309, 2.15876], [-1.42308, 1.92582, 1.26948], [3.50897, 3.15305, -2.04649], [3.26920, 1.64857, -2.24121], [3.11140, 0.76030, -1.04283], [2.03707, -0.12988, -1.41638], [1.37739, 0.30432, -2.57968], [0.48812, -0.30115, -3.16561], [2.01775, 1.51291, -2.96626], [4.08013, 3.47751, -2.91632], [4.20881, 3.27739, -1.22013], [2.60347, 3.70342, -1.79104], [3.88540, 1.13715, -2.98071], [3.11288, 1.45202, -0.20045], [4.11388, 0.33956, -0.96469], [-4.07024, -3.08664, 1.08759], [-3.85528, -3.95458, 2.67388], [-5.04781, -3.69968, 3.54910], [-4.01511, -5.70368, 2.13467], [-5.02732, -3.21400, 0.58175], [-3.34288, -3.56031, 0.42828], [-3.97342, -2.00190, 1.13308], [-4.61246, -5.94044, 1.25421], [-4.19381, -6.34927, 2.99454], [-3.02180, -6.06234, 1.86485]], "forces_ev_per_a": [[-0.16, -0.89, 0.80], [-0.28, -0.27, -3.52], [-1.93, 1.45, -1.56], [1.67, -1.34, 2.81], [0.40, -0.74, 3.10], [0.49, 1.60, -3.07], [-1.34, -1.87, 2.48], [0.16, -0.46, -0.85], [-0.12, 0.04, 0.24], [0.51, 1.02, -0.03], [-0.25, 0.20, -0.69], [0.31, 0.70, -0.56], [0.52, 0.62, 0.71], [0.44, 0.24, 1.46], [-0.66, 0.30, -2.39], [-2.35, -0.08, -0.15], [2.15, -0.41, 1.21], [-0.40, -0.36, 1.00], [-1.45, 1.13, -2.54], [2.25, -0.29, 1.54], [0.33, -0.25, 0.46], [0.02, -0.30, -0.59], [-0.55, -0.20, -0.39], [-0.07, 0.05, -0.23], [0.10, 0.53, 0.56], [0.22, -0.34, 0.13], [0.65, -1.05, -0.05], [2.58, 3.00, -3.12], [2.24, 1.58, -0.58], [-0.36, 1.80, 0.61], [-4.12, -5.36, 1.14], [3.48, 2.14, -2.28], [-4.35, -1.08, 3.35], [-0.11, 0.37, 0.36], [-0.22, -0.23, 0.17], [-0.09, 0.60, 0.36], [0.32, -0.13, -0.13], [-0.72, -0.82, -0.20], [0.54, -0.54, 0.44], [-0.67, 0.09, 1.40], [-3.50, -2.96, 1.63], [1.39, -0.12, -0.20], [-1.07, 1.68, -1.52], [6.14, 3.25, -1.71], [-3.09, -1.65, 1.19], [0.57, 0.37, 0.18], [-0.26, 0.00, 0.21], [0.17, -1.09, -0.72], [0.97, 0.64, -0.19], [0.62, -0.07, 0.08], [-0.04, 0.01, -0.56], [-1.10, -0.08, 0.25], [-0.48, -0.60, 0.98], [0.78, 1.79, -1.69], [1.15, -2.01, -0.90], [-2.19, 3.18, 2.32], [2.20, -0.33, 2.09], [-3.32, -1.04, -3.95], [1.09, -0.37, -0.21], [0.09, -1.14, -0.86], [0.14, -0.72, 0.13], [-0.81, -0.64, -0.36], [1.14, 0.43, 0.12], [-0.48, 0.32, 1.60], [0.70, 1.09, 0.66], [1.27, -1.33, 0.18], [-1.32, 0.40, -1.94], [1.14, 1.20, -0.99], [-0.41, 0.14, 0.03], [0.91, 1.06, -0.82], [2.41, 1.72, 2.04], [-2.60, -2.40, 0.51], [-0.62, 0.59, -0.07], [0.04, 0.04, 0.23], [0.02, -0.14, -0.44], [1.11, 0.60, 0.33], [-1.68, -0.71, 0.74], [-0.45, -1.30, 0.25], [0.08, 0.35, -0.55], [-1.89, -1.11, -1.65], [0.55, 0.28, 0.00], [1.66, -0.89, 0.40], [-0.43, -0.69, 0.77], [0.50, 0.10, 0.17], [0.58, -0.21, 0.58], [-0.53, 0.81, 0.28], [-0.74, 0.52, 0.24], [0.40, 0.59, -0.27]], "lowdin_charge": [0.012, -0.391, -0.140, 0.096, -0.485, 0.141, 0.095, 0.070, 0.099, 0.090, 0.133, 0.145, 0.151, -0.016, -0.316, -0.116, 0.061, -0.454, 0.156, 0.075, 0.094, 0.058, 0.068, 0.136, 0.132, 0.126, 0.000, -0.384, -0.054, 0.108, -0.470, 0.044, 0.089, 0.094, 0.086, 0.090, 0.168, 0.143, 0.136, -0.022, -0.370, -0.052, 0.111, -0.563, 0.111, 0.126, 0.041, 0.096, 0.103, 0.157, 0.145, 0.152, -0.025, -0.386, -0.089, 0.089, -0.480, 0.128, 0.087, 0.080, 0.098, 0.102, 0.144, 0.118, 0.125, 0.008, -0.324, -0.111, 0.027, -0.417, 0.120, 0.035, 0.090, 0.082, 0.094, 0.154, 0.113, 0.134, -0.179, 1.108, -0.262, -0.169, 0.091, 0.050, 0.038, 0.094, 0.080, 0.047], "gap_ev": [9.06, 4.19], "multiplicity": 2, "total_charge": 1, "e_lumo_ha": [-0.1181, -0.2968], "e_homo_ha": [-0.4510, -0.4510]}

=====

{"formula": "C3BrF5I2", "method": "ωB97M-V/def2-TZVPD", "elements": ["C", "C", "C", "F", "F", "F", "F", "F", "Br", "I", "I"], "xyz": [[0.44839, 0.14947, -0.94455], [-2.35150, -0.70265, 0.78356], [1.52311, 1.01296, -0.38650], [0.67163, -1.15272, -0.79415], [-2.31633, -1.05137, 2.06153], [-1.99850, -1.64178, -0.13941], [2.29311, 0.33794, 0.53354], [2.43216, 1.53045, -1.28708], [-0.43613, 0.72299, -2.46266], [-3.96878, 0.56300, 0.20452], [0.76990, 2.76715, 0.70544]], "forces_ev_per_a": [[0.50, -0.14, 0.09], [0.45, 0.83, -1.06], [1.70, 1.05, 1.26], [-0.18, 0.30, -0.26], [-0.09, -0.71, -1.06], [-0.76, 0.52, 1.86], [-0.96, 0.10, -0.93], [-0.97, -0.67, 0.18], [-0.02, -0.15, 0.12], [0.45, -0.62, 0.22], [-0.12, -0.50, -0.42]], "lowdin_charge": [-0.770, -0.779, -0.925, 0.030, 0.015, -0.034, -0.008, -0.029, 0.837, 0.811, 0.852], "gap_ev": [8.47, 7.53], "e_lumo_ha": [-0.0281, -0.0480], "e_homo_ha": [-0.3395, -0.3248]}

=====

Taking the records one at a time from the top gives max |F| values of 0.743; 7.153; 2.362 eV/A.
Taking the records one at a time from the top gives DFT total energy values of -2288.3123; -2843.2015; -3782.8905 Ha.